(1)
A molecular structure, C26H38Cl3N12NaS2Si, computed with wB97M-V/def2-TZVPD.

total energy: -116999.5250 eV
charge: -2

Each line ends with the Mulliken charge.
Cartesian coordinates (Å):
1 Cl 2.2434 1.1598 4.6254  -0.438
2 Cl -1.0062 1.5512 5.0422  -0.468
3 Cl 0.1514 -1.2106 3.6308  -0.405
4 S 2.1068 3.2408 -0.3357  -0.531
5 S -0.1557 -1.6938 -3.7457  -0.583
6 Si 0.4065 0.9832 3.4297  0.470
7 Na 0.0580 1.1876 -0.3725  0.824
8 N -1.8351 -0.0729 0.7724  0.967
9 N -0.8210 3.5580 -0.2759  0.795
10 N 2.7739 -2.7279 -0.1754  0.179
11 N 2.0425 -0.4034 -0.2057  0.400
12 N 1.7417 5.0720 1.5268  -0.185
13 N -2.0033 1.6678 -1.7655  0.066
14 N -0.0909 -4.3233 -3.5704  -0.205
15 N -0.1991 4.4637 0.5182  -0.965
16 N 3.8867 -1.1192 -1.6304  -0.032
17 N -0.9904 -3.3746 -1.7203  -0.641
18 N 4.1877 -0.9934 0.7855  -0.005
19 N -1.4692 -2.2544 -1.0830  0.085
20 C 0.4851 4.7883 3.6636  -0.552
21 C -2.6082 0.6894 -2.4285  0.076
22 C -3.9602 3.0077 -2.0132  -0.724
23 C 4.8015 -0.8148 -0.5297  -0.711
24 C 0.0938 -5.5807 -2.8762  -0.546
25 C -1.3480 -3.7159 0.8898  -1.625
26 C -3.8308 -0.6082 2.6309  -0.602
27 C -0.4718 -3.1650 -2.9092  0.290
28 C 1.0314 5.7371 2.6037  -0.545
29 C 3.4205 -2.5008 -1.4701  -0.564
30 C 2.7162 -0.2370 -1.5037  -0.514
31 C -3.2653 -1.6225 1.8846  -0.762
32 C -3.9025 0.8035 -2.9281  -0.959
33 C 1.3679 -5.6369 -2.0375  -0.698
34 C 1.6287 -1.8089 -0.0859  1.478
35 C -2.6607 2.8140 -1.5424  0.807
36 C -4.5832 1.9870 -2.7149  -0.450
37 C 3.0099 -0.1140 0.8637  -0.485
38 C -2.6425 5.1927 -0.5494  -1.583
39 C -2.2678 -1.3217 0.9541  0.112
40 C 3.7204 -2.3779 0.8839  -0.828
41 C -3.3887 0.6895 2.4333  -0.896
42 C -2.3949 0.8993 1.4940  -0.373
43 C -1.9696 3.8647 -0.7556  0.037
44 C -1.6657 -2.4319 0.1688  0.526
45 C 1.1070 4.2794 0.6044  0.073
46 H -3.5582 5.0839 0.0402  0.292
47 H 5.6737 -1.4733 -0.6044  0.335
48 H 1.4477 -6.5919 -1.5098  0.428
49 H 2.2536 -5.5232 -2.6687  0.271
50 H -4.4770 3.9378 -1.8223  0.332
51 H 4.5846 -3.0478 0.8219  0.376
52 H 1.2824 4.1962 4.1164  0.208
53 H -4.3454 -0.0262 -3.4623  0.444
54 H -4.5941 -0.8271 3.3680  0.370
55 H 3.3194 0.9287 0.7875  0.022
56 H 1.7286 6.4506 3.0529  0.388
57 H 2.7037 -2.7203 -2.2652  0.315
58 H -2.9186 5.6466 -1.5051  0.331
59 H -2.0075 1.8997 1.3282  0.307
60 H 3.2324 -2.5132 1.8517  0.408
61 H 3.0394 0.8018 -1.5987  0.193
62 H -3.5780 -2.6502 2.0152  0.473
63 H -2.0371 -0.2238 -2.5637  0.218
64 H 1.1329 -1.9458 0.8776  0.237
65 H 2.5281 -0.2645 1.8309  0.117
66 H -2.0232 -4.5188 0.5784  0.355
67 H -0.0246 5.3416 4.4573  0.358
68 H -1.3997 -3.5820 1.9695  0.474
69 H 0.9339 -2.0380 -0.8916  -2.011
70 H 2.6893 4.7804 1.6990  0.256
71 H -0.2291 4.0977 3.2170  -0.050
72 H 0.2149 6.3096 2.1620  0.232
73 H -5.5944 2.1197 -3.0834  0.378
74 H 2.0080 -0.4768 -2.3000  0.119
75 H -1.9617 5.8517 -0.0184  0.363
76 H 1.3754 -4.8348 -1.2987  -0.046
77 H -3.7643 1.5180 3.0171  0.449
78 H 0.1013 -6.3770 -3.6279  0.373
79 H 0.5191 -4.1277 -4.3470  0.248
80 H 4.2788 -3.1753 -1.5600  0.305
81 H -0.7735 -5.7370 -2.2362  0.266
82 H -0.3427 -4.0390 0.6153  0.195
83 H 5.1320 0.2225 -0.6240  0.365

---

(2)
A single C3H6OS molecule, computed with wB97M-V/def2-TZVPD.

total energy: -16088.8231 eV
charge: 0

Each line ends with the Mulliken charge.
Cartesian coordinates (Å):
1 S -1.8352 -0.8994 1.4060  -0.269
2 O -0.0395 -1.1691 -0.6988  -0.389
3 C 0.5991 -0.2075 0.1117  -0.206
4 C -0.9541 -0.3489 0.0008  0.023
5 C 1.3578 0.9926 -0.4589  -0.861
6 H -1.5516 0.3183 -0.6529  0.305
7 H -2.8608 -1.5024 0.9441  0.097
8 H 2.4398 0.5210 -0.5478  0.257
9 H 1.0290 1.7046 0.3412  0.268
10 H 0.9564 -0.6622 0.9847  0.519
11 H 0.8590 1.2530 -1.4301  0.256

---

(3)
A molecular structure, CHCl2F2NS, computed with wB97M-V/def2-TZVPD.

total energy: -43856.0279 eV
charge: 0

Each line ends with the Mulliken charge.
Cartesian coordinates (Å):
1 Cl 0.0987 -1.7421 1.3580  -0.154
2 Cl 1.9960 -0.4553 -0.4638  -0.177
3 S 1.9088 0.9434 1.7393  0.638
4 F 2.5205 2.3342 1.2201  -0.197
5 F 1.5526 1.6078 3.1166  -0.169
6 N 0.3827 0.8583 1.0841  -0.367
7 C 0.4302 -0.3426 0.3319  0.105
8 H -0.5019 -0.4600 -0.4326  0.321

---

(4)
2 unconnected molecules or ions with the total composition C12H18FNP, computed with wB97M-V/def2-TZVPD.

total energy: -26225.6465 eV
charge: +1

Each line ends with the Mulliken charge.
Cartesian coordinates (Å):
1 P 3.3853 1.0160 0.3245  0.140
2 F -0.8350 -0.4187 -2.5040  -0.358
3 N -0.0136 0.6104 2.1167  0.025
4 C -2.0535 -0.9832 -2.2805  0.406
5 C 1.2219 0.2919 1.9955  -0.360
6 C 4.3481 -0.1284 1.4120  -1.058
7 C -0.6714 0.7320 0.7818  -0.432
8 C -4.4153 -0.9083 -2.4723  -0.308
9 C -4.5006 -2.1184 -1.7973  -0.569
10 C -3.1807 -0.3243 -2.7221  -0.573
11 C 0.5353 1.1375 -0.0490  -0.782
12 C 1.6669 0.2974 0.5836  -0.041
13 C -3.3447 -2.7559 -1.3698  -0.323
14 C -2.1001 -2.1883 -1.6101  -0.330
15 C 3.2726 2.5434 1.3684  -1.081
16 H -1.4988 1.4334 0.7877  0.368
17 H -5.4662 -2.5686 -1.6139  0.395
18 H 1.6567 -0.7290 0.1995  0.404
19 H 4.5339 0.2807 2.4040  0.345
20 H 5.3090 -0.3330 0.9443  0.356
21 H 0.4167 1.0169 -1.1192  0.421
22 H -5.3142 -0.4143 -2.8155  0.376
23 H 3.8349 -1.0837 1.5224  0.347
24 H 3.3756 3.4128 0.7240  0.314
25 H 1.8318 0.0895 2.8674  0.462
26 H -3.4067 -3.7060 -0.8561  0.379
27 H -1.0276 -0.2682 0.5280  0.207
28 H 0.7605 2.1787 0.1939  0.323
29 H 2.3445 2.6635 1.9288  0.372
30 H -0.4882 0.7299 3.0061  0.269
31 H -3.0882 0.6129 -3.2534  0.440
32 H 4.0937 2.5581 2.0831  0.397
33 H -1.1827 -2.6768 -1.3085  0.471

---

(5)
A gas-phase ion, C5H9N (charge +1), computed with wB97M-V/def2-TZVPD.

spin multiplicity: 2
total energy: -6808.0163 eV
charge: +1

Each line ends with the Mulliken charge.
Cartesian coordinates (Å):
1 N -2.2787 -0.4754 -0.4054  -0.199
2 C 1.2219 -0.2997 0.3956  -0.424
3 C 2.5730 0.3873 0.5101  -0.907
4 C 0.0492 0.1950 -0.5524  -0.457
5 C -2.6477 0.3880 0.5076  -0.168
6 C -1.0515 -0.8120 -0.7107  0.001
7 H 0.7522 -1.0138 1.0822  0.427
8 H -0.2862 1.1998 -0.3314  0.448
9 H 3.1418 0.5846 -0.3916  0.322
10 H 2.6681 1.0148 1.3824  0.350
11 H -1.9599 0.4608 1.3409  0.317
12 H -0.9109 -1.5538 -1.4919  0.420
13 H 1.8374 -0.9200 -0.2832  0.271
14 H 0.5651 0.0910 -1.5158  0.299
15 H -3.6738 0.7534 0.4636  0.300

---

(6)
A gas-phase ion, C8H13N2S (charge +1), computed with wB97M-V/def2-TZVPD.

total energy: -22313.7040 eV
charge: +1

Each line ends with the Mulliken charge.
Cartesian coordinates (Å):
1 S -2.7974 1.0178 1.8413  -0.178
2 N -2.7135 0.0092 -0.7477  -0.482
3 N -0.4433 -0.1042 -2.0789  -0.223
4 C -1.3069 1.3032 2.5275  -0.507
5 C 0.6451 -1.6356 -0.3917  -0.531
6 C 1.2238 1.2263 2.1302  -1.203
7 C -2.0534 0.3711 0.4613  0.116
8 C 0.1690 -0.2402 -0.7009  0.169
9 C -0.2493 1.0998 1.7110  0.230
10 C -0.7037 0.4817 0.5178  -0.189
11 C 1.6631 -0.6019 -0.7239  -0.423
12 H 1.8267 1.7788 1.3474  0.309
13 H 1.2549 1.7835 3.0832  0.387
14 H 2.3147 -0.4539 0.1464  0.279
15 H -3.4483 0.6491 -1.0698  0.315
16 H 1.5870 0.2289 2.1806  0.279
17 H -0.5302 -1.0577 -2.3226  0.406
18 H -1.5572 0.1227 -1.7090  0.521
19 H -3.1439 -0.8990 -0.6732  0.283
20 H 0.1703 0.3985 -2.6765  0.317
21 H 0.5167 -2.3312 -1.3162  0.237
22 H -1.2893 1.8720 3.4940  0.366
23 H 0.3910 -2.0370 0.5258  0.311
24 H 2.0587 -0.5284 -1.7925  0.211